{
  "formula": "C34H67NO12Rb",
  "method": "ωB97M-V/def2-TZVPD",
  "symbols": ["Rb", "O", "C", "O", "O", "H", "C", "C", "C", "C", "C", "C", "N", "O", "C", "C", "C", "H", "H", "H", "H", "H", "H", "H", "H", "H", "H", "H", "H", "H", "H", "H", "H", "H", "H", "C", "C", "O", "C", "H", "H", "H", "H", "H", "H", "C", "C", "O", "C", "H", "H", "H", "H", "H", "H", "C", "C", "O", "C", "H", "H", "H", "H", "H", "H", "C", "C", "O", "C", "H", "H", "H", "H", "H", "H", "C", "C", "O", "C", "H", "H", "H", "H", "H", "H", "C", "C", "O", "C", "H", "H", "H", "H", "H", "H", "C", "C", "O", "C", "H", "H", "H", "H", "H", "H", "C", "C", "O", "C", "H", "H", "H", "H", "H", "H"],
  "coordinates": [[2.73, 17.90, -8.70], [-0.05, 22.26, -6.91], [0.10, 21.75, -8.11], [-0.61, 20.72, -8.21], [0.85, 22.21, -9.02], [-0.71, 21.70, -6.50], [4.38, 18.32, -6.54], [3.24, 18.10, -5.58], [3.91, 18.32, -4.25], [2.91, 18.46, -3.08], [1.98, 19.62, -3.35], [1.18, 19.48, -4.66], [2.14, 19.07, -5.76], [1.60, 19.09, -7.15], [0.31, 20.74, -4.93], [0.20, 18.28, -4.48], [2.80, 16.61, -5.68], [4.71, 19.35, -6.63], [4.07, 18.19, -7.57], [5.27, 17.73, -6.32], [4.50, 19.24, -4.29], [4.65, 17.59, -3.93], [3.29, 18.64, -2.07], [2.37, 17.54, -2.85], [2.55, 20.55, -3.32], [1.33, 19.61, -2.48], [-0.39, 20.92, -4.11], [-0.29, 20.68, -5.85], [0.94, 21.60, -5.16], [-0.13, 17.99, -5.48], [-0.63, 18.64, -3.86], [0.66, 17.34, -4.19], [3.58, 16.00, -6.14], [1.84, 16.46, -6.16], [2.56, 16.15, -4.72], [4.75, 18.71, -0.75], [4.31, 17.20, -0.68], [3.95, 16.71, 0.31], [4.50, 16.43, -1.96], [3.98, 19.25, -1.29], [5.74, 18.94, -1.14], [4.72, 19.17, 0.24], [3.70, 16.56, -2.68], [4.42, 15.34, -1.88], [5.54, 16.56, -2.28], [-3.45, 17.02, -2.67], [-3.45, 18.41, -3.30], [-4.40, 19.09, -3.16], [-2.18, 18.90, -3.97], [-2.96, 17.08, -1.69], [-3.03, 16.31, -3.38], [-4.42, 16.56, -2.46], [-2.02, 19.97, -3.85], [-2.26, 18.76, -5.05], [-1.29, 18.36, -3.66], [4.87, 15.20, -7.55], [3.95, 15.26, -8.79], [2.84, 15.71, -8.70], [4.37, 14.70, -10.05], [4.34, 15.79, -6.80], [5.84, 15.69, -7.54], [4.95, 14.19, -7.14], [5.22, 15.25, -10.44], [3.64, 14.82, -10.85], [4.55, 13.63, -9.98], [-1.58, 23.05, -4.92], [-1.74, 22.15, -3.72], [-1.38, 20.98, -3.80], [-2.35, 22.82, -2.42], [-1.23, 24.04, -4.62], [-2.61, 23.06, -5.28], [-0.93, 22.62, -5.68], [-1.63, 22.74, -1.61], [-3.31, 22.33, -2.22], [-2.56, 23.89, -2.45], [1.15, 17.47, -1.87], [-0.19, 18.03, -1.42], [-1.25, 17.56, -1.87], [-0.15, 19.24, -0.40], [1.33, 16.46, -1.49], [1.88, 18.17, -1.47], [1.13, 17.44, -2.96], [-0.65, 20.13, -0.79], [0.92, 19.37, -0.24], [-0.67, 18.96, 0.52], [6.57, 21.31, -5.04], [7.39, 20.08, -5.26], [8.60, 20.16, -5.35], [6.65, 18.81, -5.25], [7.20, 22.19, -5.01], [5.87, 21.10, -4.22], [5.98, 21.50, -5.94], [7.04, 18.23, -4.41], [6.78, 18.18, -6.13], [5.65, 19.19, -5.06], [0.47, 15.48, -5.71], [-0.83, 16.19, -5.53], [-1.25, 17.01, -6.38], [-1.60, 15.68, -4.34], [0.28, 14.43, -5.49], [1.14, 15.89, -4.95], [0.72, 15.72, -6.74], [-2.66, 15.75, -4.55], [-1.54, 16.43, -3.55], [-1.43, 14.64, -4.05], [1.10, 21.51, -3.12], [1.19, 22.40, -1.91], [2.10, 23.19, -1.75], [0.11, 22.33, -0.91], [2.06, 21.51, -3.64], [0.41, 21.95, -3.83], [0.88, 20.50, -2.79], [-0.20, 23.37, -0.96], [0.41, 22.10, 0.11], [-0.63, 21.58, -1.19]],
  "homo_ev": -3.19,
  "mol_weight_g_mol": 767.37,
  "total_charge": -1,
  "e_tot_ha": -2316.029905,
  "homo_lumo_gap_ha": 0.1614
}